The following is a quantum chemistry calculation of one molecule with the formula C21H19N3O4, from OMol25.

```
! wB97M-V def2-TZVPD RIJCOSX def2/J DEFGRID3
* xyz 0 1
N 0.934 0.668 -2.254
C 1.333 0.213 -5.877
H 2.593 0.074 -4.150
H -0.985 0.559 3.373
C 0.568 2.441 3.252
H 1.991 1.218 2.355
C -0.949 0.788 -5.434
C 1.566 -1.668 3.724
C 0.688 1.650 -1.373
H -2.446 -4.374 0.540
C -2.022 -3.559 1.108
H -2.788 1.043 -3.619
H -0.020 1.763 5.194
H -0.233 -4.609 1.599
H 0.400 3.004 0.732
H -1.808 0.404 -2.288
H 2.542 -1.719 4.181
H 1.576 -0.041 -1.906
C -0.963 -1.422 2.568
O 1.519 0.545 4.499
O 1.941 0.287 0.190
N 1.029 2.229 0.918
C -0.403 -0.347 3.290
O -0.299 3.272 3.098
C -2.743 -2.362 1.237
C -2.227 -1.317 1.953
O 0.080 2.688 -1.551
C 1.599 0.276 -4.523
C -1.829 1.115 -3.113
H 1.622 2.440 5.127
C 0.903 1.805 4.601
H -1.730 2.114 -2.687
C -0.794 -3.690 1.695
H -1.950 0.975 -5.795
H -0.162 0.445 -7.391
H 1.594 -3.644 2.950
C 0.846 -0.459 3.842
C 1.284 1.298 -0.010
C 0.594 0.612 -3.622
C -0.233 -2.630 2.435
C 1.038 -2.723 3.043
N 1.370 2.014 2.245
H -2.779 -0.394 2.053
C 0.055 0.484 -6.335
H 2.121 -0.041 -6.570
C -0.710 0.847 -4.066
H -3.711 -2.272 0.765
*
```

Computed properties:
E_HOMO in eV: -8.30
SMILES: Cc1ccccc1NC(=O)C(=O)NNC(=O)COc1ccc2ccccc2c1
Max |F| in eV Å⁻¹: 0.9
Lowest unoccupied orbital energy in eV: 0.5